No. 1
203
Properties=species:S:1:pos:R:3 method="wB97M-V/def2-TZVPD" e_lumo_ev=0.39 orbital_gap_ev=8.97 smiles=CC1(C)CCCC(C)(C)N1O.CC1(C)CCCC(C)(C)N1O.CC1(C)CCCC(C)(C)N1O.CC1(C)CCCC(C)(C)N1O.CC1(C)CCCC(C)(C)N1O.COC[C@H](C)N.CC(C)O.CC(C)O.CC(C)O
H 20.646 14.517 17.346
H 9.223 11.810 20.436
H 14.736 14.081 12.307
H 18.236 13.245 21.128
H 11.222 17.122 16.440
C 17.093 17.448 15.834
C 13.994 9.526 22.787
H 15.786 13.889 20.685
H 20.018 10.521 22.985
C 13.424 13.982 10.561
H 8.345 12.904 17.000
H 14.470 8.574 23.077
C 11.194 11.414 10.397
H 14.638 15.775 10.639
C 14.064 9.433 15.348
H 11.505 15.100 10.622
C 12.153 14.609 11.339
O 11.714 11.118 23.227
C 14.538 13.199 19.195
H 8.877 17.483 14.774
H 16.362 9.705 14.148
H 15.900 8.019 14.138
H 17.499 9.869 22.709
C 10.334 13.773 16.680
H 12.063 11.327 7.877
C 12.618 8.287 21.095
H 14.987 14.752 9.343
H 19.020 16.311 18.573
H 15.922 17.199 22.028
C 14.820 17.284 22.039
C 11.812 15.008 20.669
H 11.197 11.431 11.455
H 12.421 13.499 18.573
H 14.602 10.768 10.242
C 19.636 15.459 15.026
H 19.930 12.870 20.746
H 17.947 17.988 16.274
H 9.623 13.212 23.812
H 12.901 15.479 14.965
H 19.410 9.828 17.470
H 12.426 13.753 14.803
H 17.208 8.370 20.918
O 13.049 14.859 20.027
H 16.865 17.544 18.403
C 19.142 12.695 21.472
H 15.077 15.756 15.638
H 11.263 16.135 13.231
C 16.866 16.164 16.705
H 9.436 10.110 23.427
C 19.481 8.654 20.119
H 20.353 14.835 14.469
N 18.137 15.489 17.081
H 17.655 9.933 17.507
H 8.015 15.189 23.955
C 10.454 10.255 21.481
H 17.300 16.983 14.837
H 15.837 9.998 16.484
H 18.358 8.312 17.688
H 10.823 10.419 10.110
H 9.816 12.306 21.955
C 11.904 8.470 23.620
C 13.692 11.097 10.798
H 16.267 15.891 18.746
O 17.582 11.678 19.348
H 11.503 13.629 24.642
C 16.305 16.684 18.030
C 9.365 9.714 22.440
C 16.599 14.361 14.837
C 19.940 10.358 21.898
H 10.692 13.860 17.688
C 8.781 13.861 16.614
H 14.491 16.980 21.038
N 18.669 10.931 19.865
H 13.351 9.850 16.020
H 20.386 8.979 19.651
H 8.550 14.432 12.591
H 13.186 12.233 12.612
C 17.864 13.788 15.455
H 7.189 14.165 15.312
H 10.959 7.983 23.556
H 19.350 13.363 17.744
C 14.075 11.998 11.982
H 11.128 7.478 19.596
H 12.764 12.761 20.184
C 14.506 13.367 11.478
O 15.286 8.045 16.832
H 14.201 10.190 14.593
H 18.642 8.700 22.076
H 18.991 15.845 14.248
C 8.401 16.598 15.240
C 18.506 9.385 17.952
H 14.470 18.299 22.133
H 13.256 7.402 21.329
H 15.950 13.541 14.424
H 10.900 14.681 20.173
O 10.917 13.909 25.296
H 15.285 17.070 17.900
H 8.769 13.945 26.669
H 14.015 12.107 17.468
C 12.814 10.896 8.509
C 8.242 14.029 15.190
C 19.629 8.883 21.643
H 7.249 15.380 13.058
C 14.479 11.918 18.427
C 12.418 14.665 15.480
C 8.636 13.348 25.801
N 11.780 10.302 22.044
H 10.449 12.103 10.104
H 19.333 7.598 19.872
C 11.177 8.050 20.554
H 11.629 9.283 24.364
H 13.771 10.905 7.990
C 18.410 9.478 19.469
H 20.976 10.626 21.518
C 10.975 14.991 15.916
H 11.241 13.743 9.218
H 15.329 13.357 10.786
H 13.785 15.106 21.738
C 11.082 16.167 16.956
H 19.399 12.885 22.514
H 10.135 16.188 17.495
H 20.348 8.292 22.254
H 14.804 11.498 12.586
H 7.367 16.703 15.098
H 8.429 13.250 14.453
O 19.033 16.542 17.628
H 13.177 8.849 20.375
H 12.518 9.830 8.614
H 16.849 11.499 19.945
H 9.536 8.657 22.468
C 10.046 11.663 21.122
H 17.431 11.525 23.124
O 14.245 15.048 22.596
O 12.046 13.602 8.711
H 10.846 12.158 20.575
C 18.884 14.684 16.097
C 9.555 13.902 24.694
H 12.548 7.747 24.095
H 9.635 15.583 23.405
C 18.773 11.195 21.355
H 8.998 12.354 26.086
H 16.186 18.062 15.841
H 16.216 9.508 19.902
H 18.375 13.271 14.648
H 14.870 17.415 24.847
H 13.029 14.437 16.368
C 15.459 9.105 15.945
C 12.671 11.646 9.834
H 14.337 15.592 24.991
H 16.527 10.863 21.750
H 15.007 14.070 18.672
H 17.356 8.499 15.000
H 13.977 11.082 18.937
C 8.277 15.370 13.134
H 14.747 12.736 21.249
H 9.508 9.186 19.821
C 17.075 8.861 19.966
C 12.569 9.141 22.403
C 8.807 15.349 14.562
H 17.561 13.066 16.217
C 17.513 10.846 22.242
H 15.590 14.427 16.775
H 13.416 15.867 9.386
H 16.087 7.874 17.296
C 16.333 8.798 14.748
N 10.275 15.212 14.616
H 7.528 13.407 25.439
H 11.693 16.052 20.947
H 20.370 13.105 16.365
H 13.193 10.172 11.124
C 14.191 16.382 23.089
C 10.483 9.347 20.266
H 20.126 16.348 15.474
C 14.893 16.364 24.470
C 19.878 13.845 16.959
H 8.654 16.278 12.593
H 16.862 14.993 13.996
H 15.939 16.001 24.342
H 12.092 11.899 22.779
H 11.184 9.878 19.609
H 10.734 7.352 21.246
C 9.064 15.237 24.290
H 13.985 10.053 23.727
H 10.692 12.853 16.179
N 15.323 13.006 20.428
H 11.533 13.945 11.917
O 10.769 16.414 14.032
H 13.647 8.522 14.846
H 8.353 9.953 22.090
H 9.108 15.878 25.141
C 14.136 15.169 9.918
H 11.877 15.831 17.622
H 8.516 16.689 16.343
H 14.584 10.063 22.034
H 11.729 14.443 21.606
N 13.005 13.048 9.546
H 15.475 11.592 18.173
H 13.180 16.719 23.349
H 12.480 15.476 11.999
C 15.909 15.178 16.014
H 8.394 14.716 17.192
C 13.137 13.546 19.504
H 16.787 8.071 19.288

No. 2
224
Properties=species:S:1:pos:R:3 method="wB97M-V/def2-TZVPD" e_lumo_ev=0.36 orbital_gap_ev=9.46 smiles=COC[C@H](C)N.COCCOCCOC.COCCOCCOC.COCCOCCOC.COCCOCCOC.COCCOCCOC.COCCOCCOC.COCCOCCOC.COCCOCCOC.COCCOCCOC
C 20.739 -17.794 1.967
H 6.770 -24.290 17.672
H 15.208 -16.379 -1.773
H 17.229 -11.549 -4.884
C 8.217 -20.057 12.058
H 19.460 -10.132 11.102
O 5.554 -23.910 16.030
H 9.257 -15.917 18.504
H 7.428 -23.098 16.534
H 10.300 -14.385 18.310
C 18.585 -8.592 9.260
H 10.137 -21.537 -0.148
C 7.469 -20.679 1.721
O 6.442 -12.125 3.746
H 23.115 -22.208 0.491
H 16.926 -28.356 6.429
C 4.819 -21.125 13.046
O 5.005 -21.995 14.083
O 7.325 -14.668 14.481
H 8.570 -6.015 3.778
H 11.946 -9.026 10.085
C 7.666 -22.697 5.531
C 6.486 -13.989 20.824
H 3.858 -22.786 16.110
C 8.323 -7.840 2.659
H 8.401 -19.307 12.828
O 16.548 -12.945 -5.941
H 8.682 -22.591 5.909
H 25.284 -19.636 11.352
C 26.522 -18.127 12.216
O 7.086 -20.943 12.107
O 17.796 -9.131 10.278
C 7.622 -19.996 3.148
H 17.123 -25.719 3.745
H 18.361 -10.715 13.251
O 8.395 -9.313 2.782
H 5.730 -14.421 15.688
H 19.372 -9.138 8.739
C 9.310 -14.835 18.387
C 19.569 -29.899 5.314
H 9.297 -14.312 20.365
O 7.572 -23.757 4.715
C 8.579 -23.854 3.770
H 13.398 -19.073 5.556
H 9.524 -24.045 4.278
H 20.756 -32.061 4.454
C 17.168 -27.305 6.274
H 9.392 -14.874 15.024
H 14.983 -9.137 13.634
H 17.012 -13.449 -3.283
H 6.346 -21.833 4.093
H 6.955 -13.849 21.798
H 15.241 -9.807 10.656
C 18.039 -11.353 -6.890
H 15.130 -10.732 12.960
O 13.506 -9.098 11.386
H 13.812 -17.542 9.527
H 15.363 -8.137 11.327
C 25.186 -18.587 11.630
H 7.484 -24.875 16.228
C 7.041 -21.481 4.854
O 19.607 -27.536 5.917
C 9.140 -21.223 0.161
H 8.989 -14.468 13.263
H 18.707 -10.493 -6.841
C 22.572 -17.543 10.287
H 15.508 -25.671 3.960
H 28.388 -20.062 12.259
H 20.375 -20.546 3.583
H 29.000 -19.552 10.644
C 21.971 -20.744 2.303
H 19.955 -20.073 1.849
C 19.725 -28.872 6.386
H 24.409 -18.404 12.373
H 8.316 -19.177 2.954
H 9.344 -7.616 2.350
O 15.141 -16.653 8.496
H 7.377 -15.806 16.813
O 16.044 -15.366 -3.368
H 20.289 -29.810 4.500
C 16.528 -14.169 -5.249
C 15.244 -15.385 -2.219
H 17.489 -14.670 -5.370
H 7.720 -6.896 6.575
H 4.643 -21.710 12.143
H 26.346 -17.069 12.411
H 14.186 -15.176 7.423
H 20.319 -19.148 11.109
H 8.372 -13.099 19.435
H 14.251 -15.222 -2.637
C 6.871 -6.694 5.923
H 6.627 -21.371 1.681
C 5.064 -12.208 3.291
H 12.154 -16.009 5.796
H 4.727 -20.533 15.514
C 18.594 -26.773 6.443
C 8.245 -7.039 3.958
H 22.925 -14.439 3.992
O 20.690 -18.733 3.053
O 7.410 -14.803 19.980
H 6.582 -5.644 5.975
C 21.894 -14.787 3.931
H 6.266 -12.980 20.475
H 8.324 -11.607 3.470
H 15.167 -17.120 10.461
H 27.378 -20.284 10.790
H 6.749 -19.491 3.561
H 13.176 -9.922 9.422
C 14.560 -16.187 7.264
O 27.668 -18.299 11.387
C 15.463 -9.702 12.834
O 22.441 -20.299 1.087
H 18.618 -29.791 4.791
H 8.891 -20.276 -0.318
H 5.691 -19.528 12.012
H 20.732 -28.960 6.796
H 15.372 -13.321 -3.783
H 20.052 -13.340 -6.783
C 13.966 -18.518 6.303
O 22.166 -18.178 11.467
H 4.977 -12.677 2.311
H 20.228 -13.308 -8.424
H 21.621 -17.933 1.341
O 8.726 -21.351 1.474
H 21.488 -13.928 3.396
H 16.616 -26.773 7.048
C 16.407 -25.798 4.563
C 7.162 -9.869 3.122
H 13.972 -15.836 10.040
O 16.543 -27.122 5.072
H 15.365 -15.956 6.566
C 6.895 -24.045 16.617
C 7.396 -14.726 16.956
H 6.346 -21.360 15.500
H 7.580 -7.553 1.916
O 18.515 -12.376 -7.793
C 8.579 -14.162 19.559
H 18.698 -25.774 6.020
H 19.987 -16.244 3.394
O 8.110 -20.846 4.146
H 6.703 -14.602 17.787
C 14.971 -9.143 11.478
H 17.433 -11.217 11.965
H 8.436 -21.852 -0.385
H 5.527 -14.463 21.034
H 19.813 -33.085 5.539
H 15.419 -14.644 -1.439
H 12.616 -17.062 7.350
H 23.771 -19.299 9.510
H 18.979 -32.310 4.211
H 6.523 -20.871 5.595
H 5.984 -7.056 6.443
H 14.210 -19.076 7.207
C 20.672 -20.031 2.669
H 23.708 -20.602 -0.400
H 13.402 -8.143 9.604
C 23.739 -18.223 9.680
H 16.413 -24.995 5.299
H 5.046 -22.290 17.332
H 20.628 -11.833 -7.638
H 8.999 -20.813 12.125
H 7.314 -11.670 1.979
C 16.221 -14.004 -3.788
H 6.837 -12.996 15.823
H 3.958 -20.467 13.159
H 17.174 -10.915 -7.388
H 8.298 -19.591 11.076
H 8.381 -24.768 3.210
H 8.939 -13.321 14.515
O 6.968 -7.224 4.567
H 21.829 -21.822 2.229
O 21.912 -16.010 3.149
H 22.874 -16.511 10.465
H 19.817 -17.833 1.387
C 28.123 -19.659 11.281
H 26.641 -18.455 13.248
H 18.011 -8.335 8.370
H 19.121 -8.695 11.926
C 13.035 -9.057 10.071
H 18.889 -26.542 7.466
O 16.856 -9.480 13.063
O 19.639 -31.173 5.888
C 6.764 -14.079 15.721
C 19.784 -32.180 4.933
H 23.804 -17.741 8.705
H 4.569 -11.238 3.249
H 22.831 -20.580 2.952
H 6.356 -9.576 2.449
C 17.699 -12.137 -5.672
O 8.792 -14.312 17.153
H 14.943 -18.478 5.821
H 6.287 -19.627 13.600
H 18.961 -28.986 7.155
C 20.682 -16.311 2.558
H 7.189 -22.872 6.496
C 7.349 -11.393 3.033
C 19.908 -12.651 -7.616
H 9.010 -7.527 4.561
H 24.232 -21.280 1.160
O 24.983 -17.944 10.414
H 21.447 -14.940 4.913
C 18.617 -9.528 11.437
H 7.191 -19.916 0.994
C 6.001 -20.258 12.759
C 5.269 -21.468 15.370
H 6.851 -9.646 4.142
C 8.730 -14.372 14.318
C 14.507 -16.719 9.691
C 13.464 -17.094 6.667
H 12.704 -17.181 4.869
H 15.872 -14.804 -5.845
C 17.831 -10.297 12.395
H 8.698 -23.010 3.089
H 21.216 -19.901 12.301
H 21.722 -20.071 10.620
H 20.367 -15.592 1.801
C 4.922 -22.699 16.329
H 4.376 -12.787 3.907
N 13.011 -16.452 5.498
H 21.654 -17.614 9.702
H 18.887 -7.561 9.442
C 21.357 -19.363 11.364
H 18.575 -12.601 -5.218
C 23.387 -21.153 0.484